# C5H9N3

A single C5H9N3 molecule (ωB97M-V/def2-TZVPD, the OMol25 dataset).

Properties
strongest force on any atom	1.9	eV/A
spin multiplicity	1
lowest unoccupied orbital energy	0.024	Eh
ΔE to the lowest compared entry with this formula, charge and spin	1.099	eV
HOMO	-8.86	eV
orbital gap	9.5	eV

Last column: Mulliken charge in e.
Cartesian coordinates (Å):
H (-1.46561, -1.33142, 1.92599)  0.23
N (-0.68256, -0.68185, 1.80801)  -0.74
C (-0.58150, -0.25388, 0.58353)  0.65
C (-1.58810, -0.74412, -0.45279)  -0.82
C (-1.06960, -1.93003, -1.14002)  0.39
N (-0.68069, -2.86367, -1.70916)  -0.43
N (0.43546, 0.62887, 0.23841)  0.06
C (1.53439, 0.83614, 1.18224)  -0.95
C (0.68898, 1.05728, -1.12998)  -0.90
H (-1.81064, 0.05168, -1.16849)  0.24
H (-2.53056, -0.98642, 0.05078)  0.35
H (2.20672, 1.63736, 0.85783)  0.35
H (2.12449, -0.08118, 1.28192)  0.32
H (1.15415, 1.12336, 2.16838)  0.32
H (0.94237, 0.20255, -1.76417)  0.32
H (1.51431, 1.77475, -1.19076)  0.31
H (-0.19163, 1.56058, -1.54173)  0.30

Atoms 1-6, force components in eV/Å:
H 0.31 0.34 -0.21
N 0.35 0.43 -1.06
C 0.29 -0.23 1.88
C 0.27 0.59 -0.22
C 0.30 -1.09 -1.02
N -0.47 1.29 0.85